Entry 1
Below is a molecular structure, C41H34BF5N3OPtS7Te, with properties calculated with ωB97M-V/def2-TZVPD.

The spin multiplicity is 6. The HOMO-LUMO gap (spin up / spin down) is 6.79 / 5.73 eV. Its net charge is 0.

Geometry as XYZ:
```
94
Properties=species:S:1:pos:R:3:lowdin_charge:R:1
Pt 0.980 -0.377 -1.022 0.7577
F -4.282 -5.496 -0.620 0.1452
C -3.258 -4.686 -0.769 -0.1627
C -3.171 -3.773 -1.823 -0.1244
F -4.252 -3.468 -2.592 0.0983
C -2.032 -3.062 -2.031 -0.2098
F -1.970 -2.157 -3.029 0.0598
C -0.813 -3.221 -1.267 -0.5153
S 0.694 -2.550 -1.763 0.5672
C -0.953 -4.187 -0.237 -0.2167
F 0.103 -4.447 0.570 0.0581
C -2.127 -4.893 -0.008 -0.1634
F -2.049 -5.935 0.827 0.1166
S 2.757 1.000 3.087 1.0689
C 1.714 1.009 1.706 -0.4674
N 1.495 -0.199 1.242 -0.0955
C 2.195 -1.174 1.916 -0.3644
C 2.128 -2.573 1.587 -0.0092
C 2.857 -3.441 2.413 -0.0392
C 3.618 -2.934 3.525 -0.0621
C 3.642 -1.585 3.808 -0.0803
C 2.886 -0.717 3.014 -0.5082
H 1.260 1.890 1.311 0.0567
H 1.541 -2.835 0.711 0.0327
H 2.862 -4.502 2.203 0.1025
H 4.088 -3.629 4.191 0.0969
H 4.190 -1.147 4.625 0.1092
B 3.921 3.396 -1.180 -0.4248
C 2.744 2.356 -1.036 -0.2708
N 1.844 1.625 -0.998 -0.0169
H 4.940 2.748 -1.417 0.0129
H 3.974 3.945 -0.128 -0.0007
H 3.513 4.189 -2.084 0.0356
C 6.448 -2.720 -2.641 -0.3512
S 6.750 -0.933 -2.943 0.8464
C 6.235 -0.248 -1.448 -1.0166
C 4.926 -0.350 -0.988 -1.0791
S 3.640 -0.974 -1.840 0.7077
S 4.697 0.486 0.514 0.8986
C 6.280 1.197 0.741 -1.3797
S 6.672 2.247 1.957 0.6123
S 7.385 0.600 -0.509 0.9630
H 6.551 -3.250 -3.600 0.0485
H 5.446 -2.830 -2.257 -0.0175
H 7.190 -3.097 -1.922 0.0479
C -5.930 -4.305 1.829 -0.0430
C -5.021 -3.137 1.607 -0.2633
C -5.443 -2.083 0.786 -0.0064
C -4.635 -0.989 0.594 -0.3105
C -5.131 0.121 -0.237 -0.0661
C -3.340 -1.015 1.202 -0.3338
Te -2.043 0.669 0.877 1.7098
N -1.141 0.310 -0.872 -0.3703
C -1.666 1.262 -1.650 -0.6255
O -2.655 1.935 -1.199 -0.1511
C -0.954 1.652 -2.896 -0.1902
C -0.426 0.597 -3.639 -0.0822
C 0.433 0.873 -4.666 -0.0747
C 0.618 2.193 -5.011 -0.0732
C 0.179 3.253 -4.202 -0.0516
C -0.597 2.974 -3.081 -0.0207
C -0.427 4.701 0.801 0.0933
C 0.789 5.370 0.830 -0.0802
C 0.798 6.533 1.603 -0.0865
C -0.378 7.074 2.154 -0.0808
C -1.563 6.369 2.021 -0.0615
C -1.605 5.145 1.334 -0.2972
C -2.931 4.416 1.171 -0.0670
C -2.847 -2.110 1.923 -0.3197
C -1.497 -2.199 2.529 -0.0616
C -3.758 -3.138 2.143 -0.0291
H -5.317 -5.244 1.857 0.0941
H -6.613 -4.451 0.975 0.0883
H -6.508 -4.181 2.709 0.0692
H -6.432 -2.058 0.270 0.1428
H -6.210 0.151 -0.098 0.0873
H -4.957 0.004 -1.314 0.1073
H -4.728 1.050 0.099 0.0349
H -0.674 -0.461 -3.337 0.0794
H 0.912 0.135 -5.288 0.1113
H 1.176 2.432 -5.881 0.0937
H 0.378 4.295 -4.522 0.1184
H -0.973 3.775 -2.436 0.1233
H 1.665 5.003 0.352 0.0744
H 1.774 7.001 1.664 0.1025
H -0.367 8.020 2.678 0.1001
H -2.499 6.737 2.418 0.1077
H -3.769 5.092 1.276 0.0694
H -3.097 3.603 1.904 0.0565
H -2.967 3.945 0.170 0.0585
H -0.738 -2.119 1.757 0.0523
H -1.398 -3.149 3.036 0.0911
H -1.346 -1.374 3.219 0.0819
H -3.401 -3.973 2.751 0.1320
```



Entry 2
Below is a molecular structure, C41H34BF5N3OPtS7Te, with properties calculated with ωB97M-V/def2-TZVPD.

The spin multiplicity is 6. The HOMO-LUMO gap (spin up / spin down) is 7.79 / 4.95 eV. Its net charge is 0.

Geometry as XYZ:
```
94
Properties=species:S:1:pos:R:3:lowdin_charge:R:1
Pt 2.037 -0.495 0.914 0.9446
F 0.886 5.522 4.757 0.1437
C 0.843 4.283 4.260 -0.1046
C 1.380 4.023 2.973 -0.1071
F 1.931 5.089 2.364 0.1136
C 1.300 2.769 2.404 -0.2089
F 1.750 2.537 1.158 0.0340
C 0.723 1.699 3.092 -0.4765
S 0.610 0.012 2.659 0.6763
C 0.259 1.923 4.396 -0.2779
F -0.255 0.949 5.137 0.0912
C 0.360 3.190 4.955 -0.1592
F -0.087 3.403 6.171 0.1452
S 4.976 -2.420 -2.166 1.0952
C 4.291 -1.875 -0.700 -0.4452
N 3.184 -1.262 -0.765 -0.0986
C 2.726 -1.209 -2.087 -0.3314
C 1.550 -0.601 -2.493 -0.0473
C 1.307 -0.568 -3.849 -0.0741
C 2.172 -1.129 -4.780 -0.0933
C 3.334 -1.732 -4.379 -0.0985
C 3.599 -1.733 -3.015 -0.4940
H 4.841 -1.962 0.236 0.0946
H 0.845 -0.126 -1.833 0.0858
H 0.348 -0.100 -4.195 0.1200
H 1.845 -1.134 -5.824 0.1146
H 4.008 -2.292 -5.050 0.1253
B 6.240 0.488 2.912 -0.4167
C 4.776 0.000 2.546 -0.1950
N 3.774 -0.469 2.178 -0.0363
H 6.684 1.133 1.944 0.0020
H 6.950 -0.503 3.076 0.0056
H 6.228 1.187 3.885 -0.0112
C 4.501 2.070 -4.831 -0.3695
S 5.193 1.181 -3.419 0.8432
C 5.388 2.461 -2.255 -0.9793
C 4.307 3.224 -1.682 -1.1689
S 2.737 3.026 -2.106 0.6795
S 4.844 4.305 -0.395 0.9070
C 6.525 3.881 -0.355 -1.5040
S 7.599 4.425 0.693 0.6533
S 6.942 2.683 -1.566 0.9355
H 4.988 1.672 -5.692 0.0197
H 4.709 3.138 -4.720 0.0512
H 3.412 1.891 -4.912 0.0288
C -7.772 2.409 2.710 -0.0398
C -6.511 1.659 2.435 -0.2575
C -5.260 2.170 2.807 -0.0083
C -4.107 1.527 2.454 -0.3275
C -2.791 2.091 2.911 -0.0959
C -4.167 0.289 1.773 -0.4001
Te -2.311 -0.625 1.258 1.5599
N -0.013 -2.006 -0.352 0.1674
C 0.659 -2.876 0.255 -0.6152
O 1.545 -2.635 1.185 -0.1987
C 0.349 -4.333 -0.165 -0.1170
C 0.627 -5.334 0.801 -0.0174
C 0.519 -6.678 0.439 -0.0803
C -0.046 -7.018 -0.778 -0.0922
C -0.505 -6.047 -1.659 -0.0824
C -0.285 -4.722 -1.354 -0.0499
C -2.604 -0.622 -0.804 -0.5000
C -2.544 -1.856 -1.431 -0.2112
C -2.671 -1.985 -2.783 -0.0928
C -2.712 -0.864 -3.602 -0.0687
C -2.738 0.374 -2.966 -0.0574
C -2.685 0.538 -1.579 -0.2832
C -2.763 1.954 -1.017 -0.0446
C -5.382 -0.259 1.445 -0.3024
C -5.551 -1.505 0.630 -0.0624
C -6.532 0.471 1.756 -0.0146
H -8.055 2.276 3.763 0.0955
H -8.520 2.127 2.010 0.0674
H -7.616 3.467 2.562 0.0769
H -5.203 3.091 3.372 0.1201
H -2.983 3.019 3.493 0.0984
H -2.180 2.385 2.062 0.0615
H -2.220 1.394 3.518 0.0509
H 0.954 -5.043 1.812 0.1214
H 0.839 -7.454 1.126 0.1035
H -0.158 -8.054 -1.049 0.0984
H -1.030 -6.286 -2.549 0.0934
H -0.620 -3.943 -2.028 0.0911
H -2.458 -2.711 -0.769 0.0838
H -2.691 -2.999 -3.215 0.1149
H -2.811 -0.928 -4.671 0.1028
H -2.856 1.292 -3.558 0.1162
H -3.264 2.648 -1.713 0.0844
H -1.788 2.395 -0.886 0.0731
H -3.278 2.093 -0.025 0.0697
H -4.913 -2.321 1.007 0.0740
H -5.321 -1.336 -0.400 0.0633
H -6.651 -1.826 0.606 0.1070
H -7.486 0.045 1.522 0.1120
```



Computed energies relative to the best structure, in hartree: entry 1 0.0000; entry 2 0.0046



Entry 1
Below is 2 unconnected molecules or ions with the total composition CH5N2O, with properties calculated with ωB97M-V/def2-TZVPD.

The spin multiplicity is 1. The HOMO-LUMO gap (spin up / spin down) is 7.27 / 7.27 eV. Its net charge is -1.

Geometry as XYZ:
```
9
Properties=species:S:1:pos:R:3:lowdin_charge:R:1
C -0.240 1.139 -0.659 -0.2442
N 0.471 -0.990 -0.274 -0.0413
N -0.620 -0.257 -0.599 -0.2107
O 0.782 -1.339 1.764 -0.4924
H -1.105 1.484 -1.167 0.0192
H -0.197 1.546 0.353 0.0501
H 0.754 1.240 -1.207 0.0698
H -0.075 -0.927 1.971 -0.1189
H 0.229 -1.896 -0.181 -0.0315
```



Entry 2
Below is 2 unconnected molecules or ions with the total composition CH5N2O, with properties calculated with ωB97M-V/def2-TZVPD.

The spin multiplicity is 1. The HOMO-LUMO gap (spin up / spin down) is 7.16 / 7.02 eV. Its net charge is -1.

Geometry as XYZ:
```
9
Properties=species:S:1:pos:R:3:lowdin_charge:R:1
C 0.531 0.985 -0.268 -0.1884
N -0.084 -1.425 0.013 -0.0899
N -0.397 -0.137 -0.605 -0.2438
O -2.071 0.129 0.315 -0.5993
H 0.005 1.877 -0.070 0.0252
H 1.136 0.613 0.624 0.0621
H 1.219 1.230 -1.072 0.0330
H 0.625 -1.487 0.662 -0.0251
H -0.964 -1.785 0.400 0.0262
```



Computed energies relative to the best structure, in hartree: entry 1 0.0000; entry 2 0.0736



Entry 1
Below is a molecular structure, C10H14N3, with properties calculated with ωB97M-V/def2-TZVPD.

The spin multiplicity is 1. The HOMO-LUMO gap (spin up / spin down) is 7.87 / 7.86 eV. Its net charge is +1.

Geometry as XYZ:
```
27
Properties=species:S:1:pos:R:3:lowdin_charge:R:1
C -0.595 -2.986 -1.654 -0.0571
C -1.268 -3.012 -0.485 -0.0872
C 0.303 -1.935 -1.937 -0.0152
C -1.260 -1.981 0.450 -0.0065
C 0.398 -0.931 -1.023 -0.1767
C -0.480 -0.886 0.119 -0.1677
C 1.440 0.195 -0.945 -0.0310
C -0.186 0.161 1.120 -0.1314
C 0.673 1.354 -0.248 -0.4373
C 1.412 2.111 0.770 -0.0409
N -0.629 1.654 2.657 0.1462
N -1.052 1.003 1.714 -0.0524
N -0.117 1.930 -1.104 0.1762
H -0.671 -3.797 -2.459 0.1472
H -1.840 -3.894 -0.208 0.1186
H 0.765 -1.676 -2.864 0.1184
H -1.888 -2.015 1.304 0.1108
H 2.280 -0.189 -0.320 0.1478
H 1.804 0.609 -1.890 0.1388
H 0.719 -0.123 1.839 0.2153
H 0.857 2.552 1.540 0.0411
H 2.063 2.958 0.321 0.1516
H 2.139 1.442 1.192 0.0879
H -1.308 2.303 3.048 0.1153
H -0.725 1.406 -1.678 0.1203
H -0.761 2.619 -0.719 0.1375
H -2.074 1.127 1.458 0.2304
```



Entry 2
Below is 2 unconnected molecules or ions with the total composition C10H14N3, with properties calculated with ωB97M-V/def2-TZVPD.

The spin multiplicity is 1. The HOMO-LUMO gap is 9.10 eV. Its net charge is +1.

Geometry as XYZ:
```
27
Properties=species:S:1:pos:R:3:lowdin_charge:R:1
C 1.886 0.327 2.230 -0.0111
C 2.271 -0.792 1.676 -0.0334
C 1.014 1.153 1.253 -0.0810
C 1.762 -0.994 0.340 -0.2150
C -2.223 -1.145 2.403 0.0154
C 2.065 -1.956 -0.511 0.1492
C -0.981 1.559 -0.682 -0.0832
C -1.705 1.349 -2.016 -0.1948
C -0.585 -0.647 -1.774 -0.1208
C -0.161 0.280 -0.609 -0.1528
N -1.513 -0.399 1.930 0.1130
N 0.873 0.157 0.117 0.0582
N -1.787 -0.074 -2.297 -0.0502
H 1.935 0.777 3.168 0.1047
H 2.808 -1.559 2.168 0.1219
H 0.047 1.383 1.698 0.0905
H -2.832 -1.798 2.988 0.0763
H 1.583 -2.061 -1.466 0.0657
H 2.677 -2.730 -0.314 0.0510
H -0.236 2.327 -0.606 0.1123
H -1.585 1.620 0.323 0.1522
H -2.793 1.826 -2.093 0.1707
H -1.171 1.911 -2.798 0.1215
H 0.103 -0.438 -2.669 0.1714
H -0.586 -1.730 -1.654 0.1309
H -2.544 -0.381 -1.803 0.0754
H 1.676 2.034 0.997 0.1623
```



Computed energies relative to the best structure, in hartree: entry 1 0.0218; entry 2 0.0000